Formula: C17H29BClN4O7
Source: the Open Molecules 2025 dataset
Level of theory: wB97M-V/def2-TZVPD

Last column: natural (NBO) charge in e.
Atoms and positions in Å:
C: 2.296 -2.562 0.917  -0.66
C: 3.879 -2.229 1.014  -0.08
O: 4.397 -1.792 -0.283  -0.54
C: 4.706 -0.358 -0.230  -0.09
C: 3.355 0.524 0.002  -0.11
O: 3.595 1.855 -0.509  -0.55
C: 3.239 2.897 0.429  -0.10
C: 1.844 3.632 0.086  -0.11
O: 0.686 2.934 0.620  -0.52
C: 0.041 2.124 -0.376  0.11
N: -1.408 1.874 0.031  -0.78
B: -2.227 3.133 -0.104  1.32
O: -2.249 4.008 1.060  -0.91
O: -2.925 3.520 -1.308  -0.93
C: -1.895 0.780 -0.817  0.82
N: -1.736 0.722 -2.148  -0.50
C: -2.242 -0.478 -2.902  0.03
C: -3.784 -0.577 -3.129  -0.16
C: -4.157 -1.904 -3.887  -0.23
C: -2.976 -2.824 -4.252  0.05
N: -1.582 -2.670 -4.056  -0.38
C: -1.188 -1.490 -3.376  0.02
N: -2.607 -0.349 -0.206  -0.50
Cl: -4.126 0.108 0.461  0.18
C: -1.760 -1.137 0.744  -0.24
C: -1.543 -0.465 2.189  -0.44
C: -1.942 -1.496 3.362  -0.51
C: -0.545 -2.000 4.012  0.79
O: -0.029 -1.401 4.990  -0.58
O: 0.041 -3.139 3.417  -0.71
H: 2.052 -3.553 1.419  0.23
H: 1.743 -1.671 1.382  0.19
H: 2.036 -2.548 -0.211  0.22
H: 4.038 -1.435 1.834  0.17
H: 4.396 -3.214 1.312  0.20
H: 5.162 -0.123 -1.263  0.21
H: 5.509 -0.132 0.562  0.18
H: 3.138 0.467 1.121  0.18
H: 2.506 0.022 -0.577  0.16
H: 4.049 3.718 0.318  0.21
H: 3.257 2.589 1.528  0.20
H: 1.882 4.654 0.628  0.22
H: 1.788 3.851 -1.038  0.19
H: 0.584 1.114 -0.532  0.19
H: 0.040 2.656 -1.409  0.14
H: -2.904 3.665 1.718  0.52
H: -2.313 4.139 -1.787  0.51
H: -1.262 1.480 -2.663  0.45
H: -4.544 0.187 -2.773  0.26
H: -5.249 -2.158 -4.140  0.27
H: -3.283 -3.806 -4.774  0.23
H: -0.071 -1.310 -3.181  0.23
H: -0.774 -1.406 0.200  0.24
H: -2.296 -2.151 0.891  0.24
H: -2.098 0.515 2.354  0.24
H: -0.418 -0.209 2.284  0.23
H: -2.576 -2.386 3.020  0.24
H: -2.464 -0.880 4.187  0.26
H: 0.914 -3.312 3.841  0.51

The calculation puts the frontier orbital gap at 0.263 Ha. As for the molar mass: 447.7 g mol⁻¹. For the total energy, the calculation gives -51578.13815 eV. Its charge is +1. The LUMO energy comes out at -4.763 eV. As for the HOMO energy: -11.91 eV. The SMILES is CCOCCOCCOCN(B(O)O)/C(Nc1cccnc1)=[N+](\Cl)CCCC(=O)O.